Entry 1:
This record from the Open Molecules 2025 dataset describes a structure of composition C47H58O4SW at a distorted geometry. The level of theory is ωB97M-V with the def2-TZVPD basis set.

Output
multiplicity	2
frontier orbital gap (alpha / beta)	4.6544 / 5.0434	eV
LUMO level (alpha / beta)	-11.41 / -11.19	eV
net charge	+3

Atoms and positions in Å:
W1 -0.2918 -0.2022 -0.3375
C1 2.7565 0.1584 1.0853
O1 1.6562 -0.6454 0.3959
C2 2.0300 -1.7592 -0.4575
C3 2.7492 -1.4825 -1.6349
C4 3.1981 -0.0737 -2.0957
C5 2.2861 1.1893 -2.1209
C6 2.8766 2.4111 -2.5404
C7 2.2003 3.6452 -2.6272
C8 0.8093 3.5266 -2.5254
C9 0.1139 2.3484 -2.3663
C10 -1.4058 2.2770 -2.5576
C11 -2.2774 1.8810 -1.3442
C12 -2.9001 2.9178 -0.6280
C13 -3.6001 2.6876 0.5653
C14 -3.7347 1.3828 1.0116
C15 -3.1419 0.2853 0.3755
C16 -3.2836 -1.1075 0.9878
C17 -2.1650 -1.6742 1.8693
C18 -2.3660 -1.9250 3.2235
C19 -1.4978 -2.6743 4.0215
C20 -0.3676 -3.1637 3.3887
C21 0.0274 -2.7675 2.0823
C22 1.2691 -3.3733 1.4615
C23 1.7998 -3.0578 0.0411
C24 2.3026 -4.1066 -0.7358
C25 2.9230 -3.9073 -1.9851
C26 3.2914 -2.5854 -2.3030
C27 3.2293 -5.1476 -2.8606
C28 4.2758 -6.0872 -2.2015
C29 3.8776 -4.7280 -4.2186
C30 1.8858 -5.9006 -3.0887
C31 -0.9658 -2.1601 1.3110
O2 -0.8603 -2.1102 -0.0358
C32 -1.7842 -2.8170 5.5678
C33 -0.6352 -3.5760 6.2831
C34 -3.0818 -3.6063 5.7557
C35 -1.9260 -1.4641 6.2437
C36 -2.4455 0.5473 -0.8488
O3 -2.3364 -0.6244 -1.6639
C37 -3.0185 -0.7006 -2.9266
C38 -4.1340 3.8749 1.3833
C39 -4.7846 3.4426 2.6913
C40 -2.8932 4.7675 1.7162
C41 -5.1700 4.7463 0.6268
C42 0.8551 1.1763 -2.1648
O4 0.2231 -0.0087 -2.2880
C43 2.8995 5.0236 -2.8320
C44 3.8219 5.3632 -1.6309
C45 3.7177 4.9446 -4.1231
C46 1.8748 6.1602 -2.8953
H1 3.4992 -0.5790 1.4311
H2 3.2105 0.8892 0.3707
H3 2.2447 0.6304 1.9328
H4 4.1430 0.1653 -1.5866
H5 3.5123 -0.1758 -3.1637
H6 3.8943 2.3831 -2.8785
H7 0.2203 4.4260 -2.5633
H8 -1.7480 3.2801 -2.8342
H9 -1.5752 1.6106 -3.4198
H10 -2.6858 3.9361 -0.9638
H11 -4.2584 1.2180 1.9389
H12 -4.1770 -1.0594 1.6137
H13 -3.4822 -1.8515 0.1991
H14 -3.2536 -1.5035 3.6940
H15 0.2674 -3.8745 3.9125
H16 2.1057 -3.2059 2.1355
H17 1.1308 -4.4572 1.5329
H18 2.1616 -5.0913 -0.3631
H19 4.0267 -2.4247 -3.0848
H20 5.2187 -5.5669 -1.9392
H21 3.9146 -6.5935 -1.2902
H22 4.5530 -6.9249 -2.8938
H23 4.8623 -4.2662 -4.0585
H24 4.0515 -5.6403 -4.8135
H25 3.2476 -4.0347 -4.8341
H26 1.4976 -6.3752 -2.1766
H27 1.1065 -5.1691 -3.3971
H28 1.9476 -6.6805 -3.8765
H29 -0.4669 -4.6101 5.8577
H30 0.3182 -2.9978 6.2344
H31 -0.9136 -3.6946 7.3848
H32 -3.0971 -4.5189 5.1111
H33 -3.2750 -3.8804 6.8086
H34 -3.9829 -3.0205 5.4108
H35 -1.0147 -0.8728 6.1387
H36 -2.7864 -0.9031 5.8481
H37 -2.1479 -1.5961 7.3496
H38 -3.7017 0.1789 -3.0460
H39 -2.2867 -0.7610 -3.7521
H40 -3.5943 -1.6482 -2.9241
H41 -4.0936 2.8529 3.3299
H42 -5.0892 4.3380 3.2938
H43 -5.7246 2.8607 2.5142
H44 -2.0697 4.2080 2.2411
H45 -2.4529 5.2239 0.8160
H46 -3.2035 5.6108 2.3698
H47 -6.0422 4.1581 0.2720
H48 -5.5613 5.5345 1.2981
H49 -4.7177 5.2256 -0.2432
H50 4.6949 4.6790 -1.5708
H51 4.2103 6.4022 -1.7775
H52 3.2809 5.3392 -0.6606
H53 4.5431 4.2217 -4.0451
H54 3.0299 4.6177 -4.9484
H55 4.1473 5.9473 -4.3988
H56 1.3599 6.2800 -1.9094
H57 2.3756 7.1259 -3.0629
H58 1.0824 6.0411 -3.6890
S1 -0.0504 2.1274 2.1250
C47 -0.2885 1.1449 0.9497

=====

Entry 2:
This record from the Open Molecules 2025 dataset describes a structure of composition C47H59AsCeN5O6P3 at a distorted geometry. The level of theory is ωB97M-V with the def2-TZVPD basis set.

Output
multiplicity	2
frontier orbital gap (alpha / beta)	7.9453 / 7.9671	eV
LUMO level (alpha / beta)	-1.80 / -1.79	eV
net charge	+1

Atoms and positions in Å:
Ce1 -0.5766 -0.0348 0.2760
C1 5.4759 -3.6955 4.4836
C2 4.4294 -3.1688 5.2459
C3 3.2447 -2.7796 4.6581
C4 3.0952 -2.8219 3.2977
C5 4.1856 -3.2158 2.4988
C6 5.3419 -3.7287 3.1164
P1 1.5894 -2.2667 2.3121
C7 0.5654 -1.2857 3.5058
C8 -0.5572 -1.7815 4.2728
C9 -1.4524 -0.9883 4.8682
C10 -1.2245 0.5184 4.9179
C11 0.0965 1.0493 4.3232
C12 0.8952 0.0139 3.5547
C13 0.5210 -3.7472 2.0468
C14 0.9110 -4.9531 2.6253
C15 0.2504 -6.1357 2.2900
C16 -0.8334 -6.1671 1.4055
C17 -1.2597 -4.9101 0.8665
C18 -2.3271 -4.7938 -0.0755
C19 -2.6393 -3.6598 -0.7075
C20 -1.9048 -2.4885 -0.4257
C21 -0.8996 -2.4481 0.5389
C22 -0.5556 -3.7134 1.1714
H1 6.3989 -4.0174 4.9845
H2 4.4798 -3.2041 6.3020
H3 2.3965 -2.4135 5.2876
H4 4.0850 -3.3723 1.4315
H5 6.2158 -4.1474 2.5005
H6 -0.7964 -2.8342 4.2080
H7 -2.3895 -1.3289 5.2995
H8 -1.6434 0.8946 5.8881
H9 0.8119 1.6679 4.8685
H10 1.6362 0.3473 2.8390
H11 1.6908 -5.0103 3.3310
H12 0.5486 -7.0103 2.8413
H13 -1.3656 -7.0706 1.1156
H14 -2.8124 -5.7098 -0.3656
H15 -3.4598 -3.5940 -1.3525
H16 -2.2357 -1.5996 -0.9595
C23 0.7736 2.7524 -3.1312
N1 0.6551 1.4979 -3.9224
C24 0.9939 1.6222 -5.3410
P2 0.8663 0.0207 -3.1659
O1 -0.1252 -0.2515 -2.1067
O2 2.4127 0.1970 -2.6754
P3 2.8373 -0.3893 -1.2347
O3 1.7262 -0.1246 -0.3030
N2 4.2472 0.3359 -0.9806
C25 4.9530 1.3075 -1.8265
C26 4.9537 0.0176 0.3178
N3 3.1747 -1.9862 -1.3475
C27 2.1612 -3.0111 -1.2732
C28 4.4864 -2.3839 -1.9664
N4 0.9202 -1.1733 -4.2672
C29 2.0466 -1.4956 -5.0983
C30 -0.0306 -2.3328 -4.2761
H17 0.0187 3.4379 -3.5343
H18 1.7697 3.2087 -3.2464
H19 0.6203 2.5883 -2.0780
H20 0.2813 2.2194 -5.9047
H21 1.0905 0.6774 -5.8430
H22 1.9892 2.1403 -5.4214
H23 4.6582 2.3302 -1.6085
H24 4.7525 1.1734 -2.8880
H25 6.0198 1.1668 -1.6389
H26 4.2089 -0.1747 1.0984
H27 5.4028 0.9655 0.5251
H28 5.6898 -0.7998 0.2709
H29 1.1834 -2.6192 -1.0174
H30 2.3123 -3.8136 -0.5843
H31 2.0395 -3.5527 -2.2838
H32 5.2604 -1.6754 -1.6250
H33 4.3366 -2.2939 -3.0347
H34 4.8022 -3.4108 -1.7569
H35 2.7283 -0.6451 -5.3045
H36 1.6332 -1.8966 -6.0297
H37 2.6321 -2.2483 -4.6214
H38 -0.8970 -2.2650 -3.5833
H39 0.5175 -3.2183 -4.0302
H40 -0.3465 -2.5039 -5.2711
O4 -2.7399 -0.3251 1.6784
H41 -3.2185 -1.1651 1.7727
H42 -2.8092 0.1362 2.5439
O5 -1.9749 1.2075 3.8884
C31 -0.8402 1.9432 3.3455
N5 -0.5834 1.8237 1.9924
C32 -0.5347 2.9573 1.3097
O6 -0.2766 3.0990 0.0848
C33 -0.8609 4.0487 2.3084
C34 -0.8517 5.4236 2.1768
C35 -1.0884 6.1633 3.3294
C36 -1.4644 5.5617 4.5030
C37 -1.4436 4.1443 4.6421
C38 -1.0435 3.4241 3.5508
H43 -0.5010 5.9177 1.2987
H44 -0.9953 7.2444 3.1933
H45 -1.7753 6.1216 5.3232
H46 -1.6584 3.6249 5.5136
C39 -4.7113 1.5071 -0.1086
As1 -3.1652 1.3321 -1.2071
C40 -3.9545 0.7174 -2.9628
C41 -2.8905 3.2438 -1.4455
C42 -3.9944 3.9169 -2.2069
C43 -4.0902 3.9830 -3.6110
C44 -5.2647 4.4548 -4.2333
C45 -6.2681 5.0536 -3.4610
C46 -6.0973 5.1625 -2.0873
C47 -4.9582 4.5842 -1.4983
H47 -5.5693 1.9464 -0.7337
H48 -4.5300 2.1241 0.7512
H49 -4.9323 0.5373 0.3257
H50 -4.8201 1.3262 -3.2062
H51 -4.3053 -0.3125 -2.7097
H52 -3.1920 0.7065 -3.7243
H53 -1.8941 3.3703 -1.9410
H54 -2.7425 3.6515 -0.4338
H55 -3.2541 3.4640 -4.1551
H56 -5.3924 4.4326 -5.3266
H57 -7.1712 5.4131 -3.9097
H58 -6.8877 5.5829 -1.4455
H59 -4.9433 4.6631 -0.4022

=====

Entry 3:
This record from the Open Molecules 2025 dataset describes a structure of composition C47H60AgN3P2Si3. The level of theory is ωB97M-V with the def2-TZVPD basis set.

Output
energy above the lowest of the compared OMol25 structures with the same formula, charge and spin	0.000	eV
multiplicity	1
frontier orbital gap	3.9740	eV
LUMO level	4.02	eV
net charge	-2

Atoms and positions in Å:
Ag1 0.2749 -0.4901 -1.3489
C1 4.4014 0.4957 -3.0356
Si1 3.4923 0.7447 -1.3881
C2 4.8275 1.3784 -0.1828
C3 2.3634 2.2300 -1.6017
N1 2.5651 -0.5707 -0.8943
C4 3.0492 -1.8315 -0.6540
C5 4.4242 -2.1128 -0.5811
C6 4.9547 -3.3696 -0.2911
C7 4.0871 -4.4148 -0.0469
C8 2.7138 -4.1763 -0.1133
C9 2.1383 -2.9363 -0.4416
N2 0.7771 -2.7543 -0.5436
Si2 -0.2968 -4.0449 -0.5498
C10 -0.3760 -5.0662 1.0668
C11 -0.0705 -5.3724 -1.8960
C12 -2.0666 -3.4663 -0.8696
H1 4.8126 1.4304 -3.4294
H2 3.7071 0.0887 -3.7748
H3 5.2199 -0.2201 -2.9296
H4 5.2293 2.3419 -0.5130
H5 5.6631 0.6843 -0.0748
H6 4.3892 1.5158 0.8050
H7 2.9247 3.1543 -1.7746
H8 1.7739 2.3533 -0.6898
H9 1.6648 2.0871 -2.4297
H10 5.1149 -1.2948 -0.7498
H11 6.0307 -3.5142 -0.2632
H12 4.4560 -5.4075 0.1933
H13 2.0477 -5.0038 0.1004
H14 0.3226 -5.9055 1.0407
H15 -1.3760 -5.4771 1.2443
H16 -0.1028 -4.4435 1.9211
H17 0.9353 -5.7968 -1.9053
H18 -0.2483 -4.9331 -2.8799
H19 -0.7879 -6.1883 -1.7583
H20 -2.4568 -2.7895 -0.1057
H21 -2.7263 -4.3390 -0.9132
H22 -2.1123 -2.9568 -1.8338
C13 -2.1924 2.5394 0.8718
N3 -1.8531 2.1806 2.2276
C14 -0.5313 2.5053 2.6784
P1 0.7686 1.2594 2.0993
C15 0.1603 -0.1142 3.1550
C16 -0.5322 -1.1458 2.5285
C17 -1.1997 -2.1022 3.2857
C18 -1.1359 -2.0656 4.6682
C19 -0.4030 -1.0691 5.3012
C20 0.2272 -0.0940 4.5494
C21 2.1640 1.8856 3.1092
C22 2.4282 3.2541 3.1816
C23 3.5583 3.7302 3.8317
C24 4.4563 2.8436 4.4069
C25 4.2186 1.4786 4.3193
C26 3.0863 1.0040 3.6763
C27 -2.7688 1.4822 3.0056
C28 -3.7649 0.6928 2.4049
C29 -4.7211 0.0425 3.1656
C30 -4.7216 0.1326 4.5498
C31 -3.7281 0.8886 5.1557
C32 -2.7699 1.5491 4.4081
P2 -1.5083 1.4714 -0.5667
C33 -3.1454 0.9897 -1.2513
C34 -3.3979 -0.3663 -1.4009
C35 -4.6403 -0.8155 -1.8279
C36 -5.6408 0.0971 -2.1248
C37 -5.3954 1.4597 -1.9924
C38 -4.1558 1.9017 -1.5569
C39 -1.0968 2.8814 -1.6739
C40 -1.3926 2.7991 -3.0329
C41 -1.0331 3.8184 -3.9013
C42 -0.3613 4.9372 -3.4294
C43 -0.0402 5.0209 -2.0834
C44 -0.3994 3.9980 -1.2191
H23 -1.8741 3.5720 0.7121
H24 -3.2761 2.5245 0.7886
H25 -0.4926 2.5589 3.7648
H26 -0.2715 3.4965 2.2916
H27 -0.5460 -1.1980 1.4443
H28 -1.7470 -2.8892 2.7859
H29 -1.6470 -2.8178 5.2570
H30 -0.3500 -1.0368 6.3834
H31 0.7697 0.6999 5.0514
H32 1.7580 3.9603 2.7073
H33 3.7465 4.7964 3.8693
H34 5.3443 3.2121 4.9056
H35 4.9290 0.7762 4.7374
H36 2.9241 -0.0635 3.5910
H37 -3.7658 0.5410 1.3339
H38 -5.4603 -0.5677 2.6604
H39 -5.4641 -0.3866 5.1417
H40 -3.6899 0.9644 6.2365
H41 -2.0196 2.1250 4.9293
H42 -2.5949 -1.0623 -1.2104
H43 -4.8111 -1.8783 -1.9442
H44 -6.6075 -0.2484 -2.4713
H45 -6.1687 2.1789 -2.2349
H46 -3.9653 2.9659 -1.4687
H47 -1.8874 1.9146 -3.4136
H48 -1.2580 3.7248 -4.9563
H49 -0.0759 5.7313 -4.1091
H50 0.5195 5.8691 -1.7073
H51 -0.0921 4.0636 -0.1823
C45 -1.8760 -1.1442 -4.6276
Si3 -0.1829 -0.7095 -3.8135
C46 0.8909 -2.2125 -4.2818
C47 0.4645 0.5830 -5.0866
H52 -1.7351 -1.4198 -5.6798
H53 -2.5761 -0.3024 -4.5878
H54 -2.3590 -1.9858 -4.1213
H55 0.8922 -2.4091 -5.3614
H56 0.5445 -3.1049 -3.7603
H57 1.9202 -2.0503 -3.9502
H58 0.4474 0.1620 -6.0996
H59 1.4942 0.8712 -4.8561
H60 -0.1303 1.4965 -5.0944

=====

Entry 4:
This record from the Open Molecules 2025 dataset describes a structure of composition C47H60IMnO4. The level of theory is ωB97M-V with the def2-TZVPD basis set.

Output
energy above the lowest of the compared OMol25 structures with the same formula, charge and spin	0.000	eV
multiplicity	5
frontier orbital gap (alpha / beta)	5.9613 / 7.8935	eV
LUMO level (alpha / beta)	-1.36 / 0.31	eV

Atoms and positions in Å:
Mn1 0.0938 1.3331 0.5052
C1 -2.1999 2.9366 -1.6328
O1 -1.6047 1.7594 -1.0896
C2 -1.8525 0.5584 -1.7532
C3 -1.1094 0.2444 -2.8857
C4 -0.0113 1.1445 -3.4189
C5 1.3360 0.5084 -3.1742
C6 1.9842 -0.1989 -4.1814
C7 3.1648 -0.8972 -3.9572
C8 3.6846 -0.8610 -2.6628
C9 3.0698 -0.1647 -1.6356
C10 3.5849 -0.2427 -0.2187
C11 2.7754 -1.2434 0.5855
C12 2.8316 -2.5944 0.2472
C13 2.0500 -3.5477 0.8813
C14 1.1900 -3.1135 1.8906
C15 1.0951 -1.7830 2.2593
C16 0.0808 -1.3588 3.2992
C17 -1.3529 -1.4897 2.8332
C18 -2.2839 -2.2618 3.5177
C19 -3.6111 -2.3550 3.1090
C20 -3.9910 -1.6242 1.9822
C21 -3.0960 -0.8435 1.2695
C22 -3.5221 -0.0202 0.0740
C23 -2.7582 -0.3338 -1.1951
C24 -2.9293 -1.5682 -1.8131
C25 -2.2302 -1.9175 -2.9628
C26 -1.3342 -0.9873 -3.4818
C27 -2.3899 -3.2699 -3.6554
C28 -3.3424 -4.1952 -2.8981
C29 -1.0209 -3.9597 -3.7437
C30 -2.9414 -3.0529 -5.0707
C31 -1.7612 -0.7971 1.6920
O2 -0.8648 -0.1392 0.9681
C32 -4.6458 -3.2124 3.8372
C33 -5.7944 -2.3245 4.3348
C34 -5.2033 -4.2665 2.8696
C35 -4.0490 -3.9411 5.0413
C36 1.9094 -0.8635 1.5993
O3 1.7726 0.4955 1.8999
C37 2.7139 0.9729 2.8597
C38 2.0784 -5.0266 0.4999
C39 2.5456 -5.8533 1.7053
C40 3.0191 -5.3017 -0.6740
C41 0.6659 -5.4705 0.0944
C42 1.8882 0.5457 -1.8923
O4 1.2906 1.2172 -0.9115
C43 3.8744 -1.7100 -5.0381
C44 3.1585 -1.6288 -6.3861
C45 3.9221 -3.1845 -4.6105
C46 5.3060 -1.1884 -5.2215
H1 -2.7399 2.6979 -2.5482
H2 -2.8950 3.3555 -0.9026
H3 -1.4203 3.6672 -1.8526
H4 -0.1512 1.2826 -4.4936
H5 -0.0556 2.1268 -2.9514
H6 1.5308 -0.2024 -5.1654
H7 4.5984 -1.4012 -2.4355
H8 4.6302 -0.5594 -0.2338
H9 3.5368 0.7424 0.2422
H10 3.4916 -2.8808 -0.5613
H11 0.5420 -3.8237 2.3932
H12 0.2110 -1.9690 4.1958
H13 0.2621 -0.3209 3.5836
H14 -1.9456 -2.7976 4.3959
H15 -5.0215 -1.6560 1.6430
H16 -4.5866 -0.1897 -0.1030
H17 -3.4023 1.0390 0.3114
H18 -3.6203 -2.2652 -1.3561
H19 -0.7483 -1.2374 -4.3595
H20 -2.9866 -4.3942 -1.8851
H21 -4.3482 -3.7754 -2.8343
H22 -3.4141 -5.1504 -3.4215
H23 -0.5986 -4.1018 -2.7475
H24 -1.1225 -4.9383 -4.2185
H25 -0.3080 -3.3751 -4.3266
H26 -3.9195 -2.5692 -5.0349
H27 -2.2768 -2.4241 -5.6650
H28 -3.0503 -4.0103 -5.5855
H29 -6.2900 -1.8111 3.5100
H30 -6.5432 -2.9283 4.8533
H31 -5.4235 -1.5668 5.0274
H32 -5.6840 -3.8034 2.0070
H33 -4.4036 -4.9122 2.5016
H34 -5.9453 -4.8903 3.3738
H35 -3.6611 -3.2416 5.7843
H36 -4.8225 -4.5425 5.5224
H37 -3.2411 -4.6128 4.7446
H38 3.7336 0.7982 2.5110
H39 2.5362 2.0377 2.9854
H40 2.5667 0.4653 3.8160
H41 3.5527 -5.5604 2.0083
H42 1.8836 -5.7176 2.5616
H43 2.5582 -6.9161 1.4530
H44 4.0520 -5.0412 -0.4344
H45 2.9937 -6.3654 -0.9178
H46 2.7213 -4.7462 -1.5661
H47 -0.0472 -5.3528 0.9111
H48 0.3077 -4.8793 -0.7499
H49 0.6719 -6.5229 -0.1989
H50 2.1429 -2.0259 -6.3265
H51 3.1064 -0.6021 -6.7532
H52 3.7033 -2.2202 -7.1245
H53 2.9123 -3.5751 -4.4656
H54 4.4189 -3.7874 -5.3746
H55 4.4682 -3.3125 -3.6746
H56 5.2977 -0.1426 -5.5341
H57 5.8780 -1.2567 -4.2954
H58 5.8287 -1.7716 -5.9836
I1 -0.5694 2.6803 3.6683
C47 -0.7853 2.8055 1.5684
H59 -0.3687 3.7594 1.2398
H60 -1.8507 2.7610 1.3590